# 1
6 unconnected molecules or ions with the total composition C19H38O11S at a distorted geometry, computed with ωB97M-V with the def2-TZVPD basis set.

```
69
Properties=species:S:1:pos:R:3
O 0.1687 -2.9681 4.8866
C 0.4975 -2.1263 4.0864
O 1.8119 -2.0036 3.6650
C 2.1349 -0.7607 3.1172
C 3.6112 -0.6627 2.6700
O 4.4096 0.1226 3.5563
S 3.4529 0.9213 4.5572
O 3.6852 0.5364 5.8952
O 3.3205 2.2917 4.2485
O 2.0323 0.2569 4.0970
C -0.5670 -1.2181 3.4811
C -0.9752 -1.5212 2.1971
C -1.9304 -0.7097 1.6153
C -2.4211 0.3530 2.3357
C -2.0041 0.6518 3.6085
C -1.0616 -0.1622 4.2060
H 1.5984 -0.4390 2.2231
H 4.0754 -1.5682 2.2814
H 3.5532 -0.0357 1.7632
H -0.5284 -2.3730 1.6914
H -2.2564 -0.9237 0.6111
H -3.1705 0.9865 1.8715
H -2.4028 1.5098 4.1385
H -0.6857 -0.0293 5.2156
C -1.8166 3.3841 -1.5713
C -1.6490 2.9033 -0.1405
O -0.9883 1.6396 -0.0979
H -2.3895 2.6597 -2.1550
H -2.3313 4.3457 -1.6040
H -0.8443 3.4924 -2.0589
H -2.6209 2.7768 0.3355
H -1.0701 3.6257 0.4436
H -0.1241 1.7485 -0.5069
C -4.9901 -0.7578 -2.4151
C -5.0733 -0.1571 -1.0263
O -3.7691 0.0075 -0.4717
H -4.4859 -1.7251 -2.3841
H -5.9857 -0.8937 -2.8437
H -4.4074 -0.1126 -3.0741
H -5.6346 -0.8074 -0.3560
H -5.5713 0.8183 -1.0574
H -3.2743 0.5912 -1.0591
C -2.0679 2.4336 -5.7272
C -1.6300 1.2802 -4.8457
O -2.7677 0.5485 -4.3752
H -2.7298 3.1044 -5.1759
H -1.2073 2.9997 -6.0829
H -2.6280 2.0680 -6.5919
H -1.0907 1.6490 -3.9750
H -0.9743 0.6027 -5.3946
H -3.2369 0.2148 -5.1463
C 4.3239 -4.4678 6.2868
C 4.6718 -3.0947 5.7444
O 4.5775 -3.0704 4.3202
H 4.9909 -5.2232 5.8683
H 4.4048 -4.4908 7.3747
H 3.3050 -4.7458 6.0068
H 5.6946 -2.8270 6.0064
H 4.0000 -2.3354 6.1569
H 3.6696 -3.2960 4.0879
C 2.7531 -0.1104 -6.5523
C 1.6550 0.7431 -7.1584
O 1.1426 1.6710 -6.2033
H 2.3768 -0.6558 -5.6859
H 3.1386 -0.8272 -7.2789
H 3.5804 0.5138 -6.2059
H 0.8226 0.1199 -7.4841
H 2.0308 1.2969 -8.0245
H 1.8720 2.2312 -5.9208
```

Calculated values
HOMO-LUMO gap   9.4 eV
HOMO   -9.3 eV
Charge   0
Structure (SMILES)   O=C(O[C@@H]1COS(=O)(=O)O1)c1ccccc1.CCO.CCO.CCO.CCO.CCO

---

# 2
A molecular structure, C46H60As2N3O2PSW at a distorted geometry, computed with ωB97M-V with the def2-TZVPD basis set.

```
116
Properties=species:S:1:pos:R:3
W 0.1845 -0.3934 0.3087
C 1.6648 2.3605 2.3501
C 2.9889 1.7798 1.8805
As 2.7400 0.0910 0.9208
C 4.0396 0.0477 -0.4825
C 3.6225 0.1990 -1.7986
C 4.5627 0.2272 -2.8175
C 5.9126 0.1031 -2.5188
C 6.3288 -0.0559 -1.2034
C 5.3918 -0.0838 -0.1801
C 3.1816 -1.2697 2.2172
C 3.6275 -2.5162 1.7876
C 3.8478 -3.5298 2.7097
C 3.6126 -3.3057 4.0599
C 3.1622 -2.0635 4.4875
C 2.9513 -1.0449 3.5700
As 0.3107 2.2970 0.9491
C 1.1860 3.3411 -0.4074
C 1.4597 2.7393 -1.6303
C 2.1758 3.4282 -2.6000
C 2.6219 4.7162 -2.3432
C 2.3598 5.3164 -1.1174
C 1.6470 4.6304 -0.1452
C -1.1649 3.2381 1.7300
C -1.5201 4.5215 1.3304
C -2.6303 5.1303 1.9026
C -3.3757 4.4566 2.8595
C -3.0112 3.1761 3.2572
C -1.9040 2.5604 2.6949
H 1.7900 3.4204 2.5944
H 1.2435 1.8596 3.2217
H 3.4721 2.4604 1.1762
H 3.6900 1.6209 2.7012
H 2.5669 0.2812 -2.0306
H 4.2432 0.3423 -3.8450
H 6.6446 0.1276 -3.3148
H 7.3811 -0.1549 -0.9749
H 5.7132 -0.2148 0.8469
H 3.8185 -2.6881 0.7337
H 4.2182 -4.4902 2.3758
H 3.7911 -4.0928 4.7798
H 2.9840 -1.8834 5.5392
H 2.5860 -0.0840 3.9203
H 1.1142 1.7317 -1.8170
H 2.3894 2.9573 -3.5513
H 3.1789 5.2555 -3.0973
H 2.7159 6.3177 -0.9170
H 1.4584 5.1055 0.8107
H -0.9548 5.0453 0.5705
H -2.9125 6.1285 1.5961
H -4.2421 4.9310 3.2997
H -3.5920 2.6551 4.0063
H -1.6099 1.5574 3.0027
C -4.0014 -2.1370 -2.9470
C -3.0291 -1.7651 -1.8162
C -3.8341 -1.5798 -0.5217
C -2.0535 -2.9278 -1.5675
P -2.1066 -0.1831 -2.1806
N -0.8632 -0.1301 -1.1213
C -3.2353 1.2667 -1.8078
C -2.5519 2.5829 -2.2130
C -3.4953 1.3192 -0.2843
C -4.5901 1.1693 -2.5207
C -1.3791 -0.1671 -3.9067
C -0.8511 -1.5554 -4.2981
C -0.1469 0.7506 -3.9322
C -2.3957 0.2856 -4.9641
H -4.5891 -2.9936 -2.6121
H -3.4957 -2.4346 -3.8618
H -4.7018 -1.3384 -3.1832
H -4.2322 -2.5558 -0.2390
H -4.6807 -0.9069 -0.6456
H -3.2121 -1.2264 0.3030
H -2.6567 -3.8202 -1.3877
H -1.4534 -2.7548 -0.6779
H -1.3902 -3.1380 -2.3987
H -1.5824 2.7035 -1.7284
H -3.1908 3.4012 -1.8775
H -2.4326 2.6903 -3.2866
H -2.6977 0.8741 0.3094
H -4.4308 0.8292 -0.0206
H -3.5784 2.3610 0.0231
H -4.5110 1.1550 -3.6039
H -5.1673 2.0550 -2.2468
H -5.1654 0.3040 -2.1966
H -0.1235 -1.9292 -3.5767
H -0.3396 -1.4454 -5.2563
H -1.6375 -2.2908 -4.4402
H 0.6073 0.3957 -3.2257
H -0.3678 1.7909 -3.7297
H 0.2806 0.6975 -4.9356
H -3.3072 -0.3091 -4.9588
H -1.9336 0.1601 -5.9453
H -2.6609 1.3349 -4.8670
O -0.4621 -2.0922 1.5217
C -0.3420 -1.4607 2.6442
O 0.0826 -0.2745 2.5362
C -0.6349 -2.0866 3.9236
C -0.4721 -1.3527 5.0997
C -0.7429 -1.9422 6.3202
C -1.1724 -3.2632 6.3724
C -1.3364 -3.9959 5.2033
C -1.0708 -3.4102 3.9788
H -0.1291 -0.3280 5.0433
H -0.6219 -1.3775 7.2345
H -1.3833 -3.7225 7.3286
H -1.6768 -5.0210 5.2522
H -1.2124 -3.9679 3.0620
N 2.0027 -4.8083 -1.3864
C 1.3389 -3.9078 -0.6588
N 0.6245 -4.3196 0.3754
S 1.4825 -2.2631 -1.1268
H 1.9715 -5.7939 -1.1820
H 2.5479 -4.5014 -2.1738
H 0.6054 -5.2920 0.6386
H 0.1231 -3.6430 0.9418
```

Calculated values
HOMO-LUMO gap (spin up / spin down)   6.6 / 6.7 eV
HOMO (spin up / spin down)   -11.9 / -11.8 eV
Relative energy (zero: lowest compared OMol25 entry of this formula, charge and spin)   141.7 kJ/mol
Charge   +2

---

# 3
3 unconnected molecules or ions with the total composition C21H42F9IN2O9P2S at a distorted geometry, computed with ωB97M-V with the def2-TZVPD basis set.

```
87
Properties=species:S:1:pos:R:3
C -0.8426 0.6976 3.3048
C 0.1568 -0.5768 3.0506
C 1.1983 -0.3527 1.7664
I 2.9999 -1.4648 2.2941
C 0.5910 -0.4880 0.3010
P 1.6015 0.3343 -1.1606
P 3.7313 0.1936 -0.9472
O 4.3908 0.9198 -2.2283
O 4.2165 1.2202 0.4196
O 4.4275 -1.3979 -0.8990
O -0.6295 0.3771 0.1144
C -0.8815 0.1010 -1.3414
O -1.6221 0.9264 -2.1194
O -0.2111 -1.1720 -1.7748
C 0.0636 -1.8431 -0.4386
C 1.1855 -2.9835 -0.9470
C 1.6699 -4.0761 0.1075
C 0.8727 -4.3009 1.4956
O 1.8143 -4.7396 2.5791
C -1.4132 -2.5135 -0.1910
C -2.2471 -2.1628 1.1255
C -3.8699 -2.3546 0.7586
F -4.3378 -1.4251 -0.3043
F -3.9138 -3.7209 0.1077
C -4.8339 -2.4763 2.0649
F -5.9782 -3.3778 1.6621
F -4.1997 -3.1876 3.2379
S -5.5839 -0.9156 2.7268
F -4.6923 -1.1593 4.1841
F -4.3362 0.1090 2.1768
F -6.5973 -0.6453 1.3744
F -6.8618 -1.8679 3.4483
F -6.3067 0.4680 3.4577
H -1.9637 0.5234 3.0266
H -0.4356 1.6930 2.8002
H -0.8337 0.9207 4.4779
H 0.8865 -0.5828 3.9987
H -0.3517 -1.6288 3.0616
H 1.5196 0.7945 1.8927
H 1.3113 1.7734 -1.0654
H 4.3531 2.1468 0.0491
H 4.2095 -1.8785 -1.7740
H 2.1284 -2.4850 -1.4518
H 0.6241 -3.5420 -1.8416
H 2.8106 -3.8545 0.3833
H 1.7136 -5.1354 -0.4441
H 0.1424 -5.2339 1.3493
H 0.2577 -3.3885 1.8989
H 1.3661 -4.6285 3.4834
H -1.2296 -3.6956 -0.1974
H -2.1226 -2.3605 -1.1413
H -2.1594 -1.1009 1.5907
H -1.9865 -2.9711 1.9649
C 1.9547 -2.1486 -7.9080
O 2.5589 -1.1210 -7.1375
C 1.6319 -0.2534 -6.4796
C 1.0378 -0.8254 -5.1710
C -0.0296 -1.8938 -5.3973
N 2.0864 -1.3762 -4.2998
H 1.0249 -1.8189 -8.3807
H 1.7783 -3.0264 -7.2838
H 2.6571 -2.4435 -8.6936
H 2.2043 0.6464 -6.2218
H 0.8453 0.0693 -7.1716
H 0.5526 0.0040 -4.6423
H 0.3946 -2.8643 -5.6680
H -0.6107 -2.0498 -4.4823
H -0.7257 -1.5945 -6.1871
H 2.7414 -0.6261 -4.0655
H 2.6475 -2.0175 -4.8655
C 1.5926 4.3040 3.1102
O 0.1818 4.4076 3.2263
C -0.2678 5.5428 3.9708
C -0.2797 6.8678 3.1729
C 1.1071 7.4743 2.9699
N -0.9235 6.7005 1.8616
H 2.1086 4.6569 4.0080
H 1.9345 4.8515 2.2301
H 1.8456 3.2504 2.9568
H -1.3023 5.3152 4.2567
H 0.2960 5.6407 4.9058
H -0.8637 7.5931 3.7523
H 1.6786 6.9691 2.1866
H 1.0223 8.5237 2.6688
H 1.6920 7.4391 3.8943
H -1.8885 6.3952 2.0100
H -0.4842 5.8968 1.4063
```

Calculated values
HOMO-LUMO gap   6.6 eV
HOMO   -9.2 eV
Charge   0
Structure (SMILES)   CC[C@@H](I)[C@]1(PP(=O)(O)O)OC(=O)O[C@]1(CCCO)CCC(F)(F)C(F)(F)S(F)(F)(F)(F)F.COC[C@@H](C)N.COC[C@@H](C)N

---

Summary of energy in eV
-53674.397 -200858.332 -105823.141
(order as listed above)